Formula: C8H10O3
Source: OMol25
Level of theory: ωB97M-V/def2-TZVPD

Last column: natural (NBO) charge in e.
Positions of all 21 atoms, in Å:
O (3.095, -0.473, -0.072)  -0.453
O (-2.550, -1.605, -0.036)  -0.557
O (-2.398, 0.649, 0.059)  -0.499
C (1.244, 1.573, 0.053)  -0.436
C (0.567, -1.640, 0.063)  -0.413
C (1.982, 0.394, -0.477)  0.027
C (1.809, -0.770, 0.420)  0.062
C (-1.398, 1.680, -0.070)  -0.071
C (-0.145, 0.958, 0.424)  -0.233
C (-1.864, -0.602, -0.066)  0.787
C (-0.377, -0.420, -0.293)  -0.329
H (1.810, -0.586, 1.509)  0.168
H (0.720, -2.286, -0.787)  0.232
H (1.688, 1.924, 1.058)  0.235
H (-1.346, 1.991, -1.130)  0.185
H (-0.182, -0.260, -1.386)  0.235
H (-1.790, 2.529, 0.553)  0.210
H (1.239, 2.423, -0.682)  0.222
H (-0.180, 0.701, 1.479)  0.219
H (0.167, -2.209, 0.974)  0.229
H (1.785, 0.166, -1.526)  0.178

Its total charge is 0. The calculation puts the relative energy (zero: lowest compared OMol25 entry of this formula, charge and spin) at 257.5 kJ/mol. The spin multiplicity is 1. Its SMILES is O=C1OC[C@@H]2C[C@H]3O[C@@H]3C[C@@H]12. Its HOMO energy is -0.3676 Ha. The HOMO-LUMO gap is 10.787 eV.